No. 1
The following is a DFT calculation (the ωB97M-V functional and the def2-TZVPD basis) of a single C6H9N molecule.

Geometry as XYZ:
```
16
Properties=species:S:1:pos:R:3:forces:R:3:nbo_charge:R:1
C -2.508319 -0.488272 0.202634 -0.06 -0.04 0.04 -0.658
C -1.086795 -0.045331 0.006542 -0.05 -0.16 -0.10 0.238
N -0.197226 -0.807203 -0.523302 -0.20 0.27 0.14 -0.406
C 1.034054 -0.033987 -0.610262 0.13 0.01 -0.02 -0.134
C 2.205098 -0.779128 0.027020 0.07 -0.02 0.04 -0.592
C 0.720192 1.305100 -0.001271 -0.08 -0.05 0.03 -0.149
C -0.567606 1.291101 0.360894 0.12 0.03 -0.05 -0.288
H -2.534080 -1.465940 0.692826 0.01 0.15 -0.08 0.237
H -3.082330 0.226564 0.801406 0.14 -0.12 -0.09 0.213
H -3.002066 -0.596283 -0.769716 0.08 0.04 0.15 0.235
H 1.246363 0.096239 -1.682894 0.00 0.03 0.10 0.228
H 2.308944 -1.765812 -0.434042 -0.01 0.17 0.07 0.223
H 3.139249 -0.224049 -0.107704 -0.13 -0.08 0.01 0.207
H 2.035009 -0.915597 1.099745 -0.01 0.02 -0.14 0.211
H 1.431527 2.116100 0.113574 -0.10 -0.12 -0.04 0.217
H -1.142017 2.086492 0.824547 0.10 -0.13 -0.07 0.220
```
Forces are in eV/Å.

Values from the calculation:
Maximum force in eV Å⁻¹: 0.362
Relative energy (zero: lowest compared OMol25 entry of this formula, charge and spin) in kcal/mol: 15.1
Net charge: 0
Calculated total energy in eV: -7857.5047
Highest occupied orbital energy in Eh: -0.347
Kohn-Sham gap in eV: 10.4

---

No. 2
The following is a DFT calculation (the ωB97M-V functional and the def2-TZVPD basis) of a molecular structure, C40H38B2N9O5SSbW.

Geometry as XYZ:
```
97
Properties=species:S:1:pos:R:3:forces:R:3:mulliken_charge:R:1
W -0.015981 -0.747691 -0.534361 1.25 1.10 0.29 2.444
C -2.519556 0.137106 2.041818 0.04 0.01 -0.04 -1.177
C -1.141019 0.654288 2.255866 -0.32 0.19 0.61 0.873
C -0.704687 1.367242 3.415925 -0.20 -0.15 -0.17 -1.631
C 0.606880 1.609184 3.211930 0.13 0.09 0.02 -0.273
N 0.940933 1.098844 1.980697 0.41 0.16 0.32 0.192
N -0.146999 0.502410 1.411627 -0.33 -0.18 -0.11 -0.008
B 2.253512 1.156799 1.458490 -0.38 -0.08 -0.20 -0.085
N 2.333230 1.465144 -1.111749 0.07 -0.17 0.26 0.186
C 2.914537 2.092370 -2.142657 -0.02 -0.01 0.02 0.034
C 1.903644 2.370413 -3.032974 -0.03 0.08 -0.05 -2.189
C 0.723638 1.881811 -2.467939 -0.09 0.07 -0.14 0.695
C -0.630560 2.071265 -3.069041 0.10 -0.03 -0.03 -1.282
N 0.997996 1.278888 -1.289375 0.04 -0.23 0.27 -0.130
N 1.577938 -1.423119 0.888954 -0.11 -0.22 -0.51 0.946
C 2.207399 -1.829613 1.989917 0.12 0.18 0.33 -0.281
C 1.637984 -3.025020 2.424897 0.09 0.03 0.02 -1.685
C 0.614474 -3.310334 1.518961 -0.04 -0.30 0.01 0.524
C -0.338259 -4.456570 1.455184 0.03 0.04 0.00 -1.607
N 0.637980 -2.341197 0.604725 -0.25 0.37 -0.25 -0.216
N 3.515836 1.589532 2.001876 -0.09 -0.13 0.47 1.390
C 5.401560 3.697243 1.572915 0.04 -0.10 0.00 -0.958
C 5.995486 2.819367 2.587046 -0.05 -0.04 0.05 -0.646
C 5.290162 1.937191 3.439196 0.08 0.14 -0.02 0.925
C 5.943633 1.505933 4.726627 0.02 0.01 -0.02 -1.275
N 4.077904 1.456185 3.267187 -0.05 0.06 -0.52 -1.204
H -3.027775 0.049763 2.999369 0.00 0.01 0.00 0.478
H -2.512729 -0.838427 1.563332 0.01 -0.03 -0.05 0.143
H -3.086606 0.832524 1.421789 -0.01 0.00 -0.03 0.219
H -1.299445 1.633439 4.272879 0.00 -0.02 -0.04 0.562
H 1.356367 2.102801 3.813021 -0.03 -0.04 -0.04 0.553
H 3.963784 2.329544 -2.141689 -0.04 0.02 0.03 0.754
H 1.996241 2.895641 -3.968407 -0.01 -0.03 0.03 0.466
H -0.545086 2.815523 -3.859189 0.01 -0.02 -0.01 0.527
H -1.354526 2.421192 -2.341147 -0.01 0.01 0.04 0.277
H -1.005136 1.149980 -3.512631 -0.01 -0.03 0.03 0.123
H 3.033285 -1.270635 2.410053 -0.04 -0.04 0.00 0.368
H 1.928938 -3.614909 3.278974 -0.01 0.04 -0.02 0.537
H 0.146844 -5.325614 1.006910 0.01 0.02 0.02 0.250
H -1.206877 -4.205911 0.848965 0.01 0.03 0.01 0.169
H -0.667377 -4.729904 2.456511 0.01 0.00 0.00 0.487
H 6.081961 4.498086 1.291744 0.04 0.01 0.10 0.399
H 7.065246 2.871047 2.758106 -0.01 0.03 0.03 0.379
H 6.164479 2.360415 5.366422 -0.01 0.01 -0.03 0.302
H 6.889607 1.007028 4.507563 -0.01 0.00 0.01 0.336
H 5.299166 0.815717 5.264972 0.00 0.00 -0.01 0.354
O -5.826594 -0.866285 -2.541897 -0.02 -0.01 -0.02 -0.474
C -4.734704 -0.835012 -2.075111 0.09 0.03 0.04 0.280
C -3.826756 0.428669 -1.940326 0.21 -0.37 0.18 -0.035
O -4.082481 1.545909 -2.286083 -0.03 0.13 -0.02 -0.551
C -2.615593 -0.111470 -1.297604 -0.31 0.88 -0.24 1.202
C -2.671705 -1.426187 -1.037675 -0.69 -0.67 0.04 0.004
O -1.627002 -1.926114 -0.433135 -0.26 -0.73 0.16 -0.235
C -3.955280 -2.043703 -1.467266 0.29 0.36 0.06 -0.099
O -4.320883 -3.177184 -1.384741 -0.05 -0.12 0.03 -0.529
O -1.487970 0.478379 -0.898998 -0.27 0.21 -0.33 -0.778
B 5.008975 2.852169 0.218350 0.17 0.10 -0.04 1.087
C 3.926348 1.842385 0.723633 0.14 0.26 0.05 -0.912
N 2.873792 1.147521 0.119933 -0.01 -0.15 -0.40 0.547
H 5.939893 2.265243 -0.299865 -0.20 0.07 0.00 -0.210
H 4.459537 3.571155 -0.598281 0.03 -0.08 0.08 -0.098
H 4.470910 4.140353 1.942162 0.05 0.06 0.03 0.278
S -0.134455 -1.301327 -2.856412 0.15 -0.12 0.40 -0.763
Sb 2.290923 -1.808326 -2.062525 -0.27 -1.23 -1.02 1.675
C 4.101459 -1.679467 -0.975167 0.27 0.30 0.20 1.525
C 4.383871 -2.664473 -0.036337 0.18 0.04 0.01 -0.916
C 5.575147 -2.613327 0.676456 -0.02 0.02 0.01 -0.806
C 6.475299 -1.578015 0.458713 -0.03 -0.02 -0.02 -1.045
C 6.186492 -0.586856 -0.470594 -0.02 -0.05 -0.01 -0.833
C 4.995643 -0.634288 -1.185277 0.13 -0.09 0.11 -0.782
C 2.021846 -3.913856 -1.977310 0.08 -0.03 0.11 1.314
C 3.150796 -4.703058 -2.189373 0.01 -0.07 -0.08 -0.514
C 3.043182 -6.085453 -2.238808 -0.06 0.02 0.01 -0.886
C 1.801074 -6.688090 -2.083451 -0.01 0.06 0.00 -0.642
C 0.673420 -5.903173 -1.885350 0.01 -0.01 0.01 -0.765
C 0.781688 -4.517870 -1.832251 -0.12 0.00 0.07 -0.859
C 3.033105 -1.842413 -4.056656 0.07 0.41 -0.07 1.132
C 4.407897 -1.903079 -4.270289 -0.02 -0.06 -0.07 -0.496
C 4.903714 -2.074205 -5.558807 0.00 0.01 0.07 -0.800
C 4.033654 -2.181539 -6.631092 -0.03 0.00 -0.02 -0.598
C 2.662695 -2.122243 -6.417691 0.03 0.00 0.01 -0.752
C 2.160326 -1.948093 -5.136454 0.13 0.01 -0.04 -0.908
H 3.692760 -3.478988 0.136945 -0.02 0.00 0.01 0.556
H 5.797136 -3.385542 1.402827 0.01 0.01 -0.02 0.468
H 7.407281 -1.547825 1.008652 -0.01 0.01 0.00 0.454
H 6.882532 0.224334 -0.639678 -0.02 -0.05 0.00 0.504
H 4.785374 0.145082 -1.909333 0.00 -0.06 -0.03 0.797
H 4.124372 -4.250383 -2.337998 0.00 0.02 0.02 0.423
H 3.926304 -6.688392 -2.407442 -0.02 0.01 0.00 0.443
H 1.712339 -7.765981 -2.128667 -0.01 0.02 0.00 0.410
H -0.300111 -6.365549 -1.777362 0.02 0.00 -0.01 0.530
H -0.113885 -3.921720 -1.687308 0.06 0.00 -0.02 0.371
H 5.108547 -1.845291 -3.448995 -0.01 0.03 0.04 0.403
H 5.973777 -2.124517 -5.716655 -0.02 0.00 0.00 0.440
H 4.421239 -2.316570 -7.632494 -0.01 0.01 0.01 0.398
H 1.977292 -2.214031 -7.250757 0.02 0.00 0.02 0.437
H 1.091009 -1.910545 -4.995769 -0.03 0.01 0.02 0.366
```
Forces are in eV/Å.

Values from the calculation:
Maximum force in eV Å⁻¹: 1.689
Spin multiplicity: 4
Net charge: +1
Calculated total energy in eV: -86286.1333
Highest occupied orbital energy (alpha / beta) in Eh: -0.379 / -0.412
Kohn-Sham gap (alpha / beta) in eV: 6.4 / 6.5

---

No. 3
The following is a DFT calculation (the ωB97M-V functional and the def2-TZVPD basis) of a molecular structure, C12H39B2CsLiNO3.

Geometry as XYZ:
```
59
Properties=species:S:1:pos:R:3:forces:R:3:mulliken_charge:R:1
Cs -3.737818 1.080053 -1.550491 0.27 -0.16 0.11 1.164
Li 0.773802 0.760333 0.947681 0.35 0.55 0.09 -0.969
B -1.218710 0.524164 0.596817 -0.72 0.26 -0.17 2.767
H -1.113220 1.424258 0.011196 0.15 3.37 -2.22 -0.251
H -2.245247 0.193022 0.625342 -3.75 -1.29 0.02 -0.948
H -0.595113 -0.221363 0.128247 2.39 -2.99 -1.63 -0.910
H -0.904062 0.748761 1.604183 1.22 0.62 3.62 -0.324
B 1.702367 2.601778 0.564660 0.20 0.54 0.05 0.409
H 0.717366 2.766747 0.973074 -3.77 0.52 1.69 -0.178
H 2.416146 2.299952 1.315431 2.65 -1.36 3.27 -0.244
H 1.679987 1.801403 -0.158621 -0.12 -3.11 -3.38 -0.246
H 2.091909 3.522661 0.159112 1.30 3.32 -1.83 -0.222
C 2.535529 -1.448272 -0.646181 -0.05 -0.15 0.18 -0.981
C 2.874112 -1.007551 0.759950 0.18 -0.26 0.12 -0.772
N 1.724955 -0.841643 1.666362 -0.05 -0.40 -0.27 1.003
C 2.212126 -0.345171 2.975320 -0.31 0.56 0.05 -0.656
C 1.127751 0.407556 3.754532 -0.11 0.07 -0.23 -1.209
C 0.881355 -2.061851 1.771908 0.15 -0.07 1.32 -0.497
C 1.549810 -3.334111 2.341214 -0.55 0.19 -0.41 -1.520
H 3.406285 -1.302797 -1.285488 -0.11 0.33 -0.08 0.434
H 1.679332 -0.866549 -0.987683 0.00 -0.19 -0.43 -0.020
H 2.359468 -2.523311 -0.683459 -0.49 0.00 -0.05 0.279
H 3.549258 -1.764306 1.159439 0.46 0.07 0.32 0.533
H 3.381525 -0.044638 0.701277 0.03 -0.02 0.21 0.546
H 2.717613 -1.128147 3.540600 -0.23 -0.29 0.24 0.451
H 2.988848 0.399960 2.803333 0.04 -0.06 -0.43 0.458
H 0.797033 1.287368 3.202578 0.06 -0.02 -0.35 0.298
H 0.225256 -0.175089 3.939246 0.13 -0.11 0.29 0.312
H 1.516608 0.861597 4.665976 0.06 -0.49 0.24 0.434
H 0.347561 -2.323986 0.858438 0.59 0.31 -0.42 -0.002
H 0.045112 -1.859976 2.441268 0.04 0.49 0.16 0.260
H 2.281502 -3.722996 1.633057 0.12 -0.21 0.27 0.317
H 0.735678 -4.047345 2.469991 0.05 -0.32 -0.32 0.468
H 1.948948 -3.258889 3.352711 0.34 0.42 -0.20 0.305
C -1.695991 -3.078959 -1.013511 0.63 -0.30 -0.17 -0.724
O -2.343454 -1.827411 -0.854995 -0.47 -0.98 -0.65 -0.541
H -1.408120 -3.539736 -0.068569 -0.37 -0.01 0.31 0.265
H -2.276040 -3.804471 -1.583852 -0.46 0.33 0.14 0.328
H -0.751772 -3.001574 -1.552544 0.16 0.35 -0.26 0.284
H -1.751107 -1.277312 -0.337194 0.21 0.46 0.35 0.373
C -4.338811 -0.031398 2.573735 0.65 0.57 0.94 -0.471
O -3.151308 0.640219 2.965859 -0.51 0.43 -0.07 -0.562
H -4.590066 0.146088 1.528047 0.10 -0.35 -0.27 0.046
H -4.151717 -1.074998 2.826674 -0.85 -0.28 -0.38 0.208
H -5.142017 0.427052 3.150614 -0.19 -0.45 0.14 0.279
H -2.587487 0.629379 2.188950 0.59 0.06 0.03 0.131
C -0.460961 2.450319 -5.292098 -0.77 0.12 0.02 -0.671
C 0.550184 1.776019 -4.368229 0.24 0.12 0.35 -0.597
C -0.091289 2.008254 -2.997368 1.14 -1.15 -0.46 0.183
O -1.465506 1.849240 -3.250639 -1.11 -0.12 1.32 -0.303
C -1.830216 2.234282 -4.543364 1.53 -0.11 -0.92 -0.548
H -0.497241 1.997490 -6.282920 0.07 0.21 -0.02 0.349
H -0.318330 3.527791 -5.374717 0.36 -0.07 -0.13 0.259
H 1.583089 2.123957 -4.380601 -0.17 0.55 -0.23 0.392
H 0.664459 0.715730 -4.593681 -0.47 -0.17 0.08 0.295
H 0.191985 2.975888 -2.583190 -0.27 0.08 0.14 0.276
H 0.175580 1.199888 -2.316612 0.12 0.39 0.32 -0.373
H -2.426249 3.145253 -4.488894 -0.20 -0.03 -0.35 0.307
H -2.340689 1.387385 -5.001924 -0.49 0.19 -0.07 0.329
```
Forces are in eV/Å.

Values from the calculation:
Maximum force in eV Å⁻¹: 4.598
Relative energy (zero: lowest compared OMol25 entry of this formula, charge and spin) in kcal/mol: 41.4
Net charge: 0
Calculated total energy in eV: -22810.7909
Highest occupied orbital energy in Eh: -0.315
Kohn-Sham gap in eV: 8.0